Entry 1:
DFT (ωB97M-V with the def2-TZVPD basis set) results for 7 unconnected molecules or ions with the total composition C41H56N4O15S2 in a non-equilibrium geometry.

- Total charge: +2
- HOMO: -0.4610 hartree
- LUMO energy: -7.4112 eV
- HOMO-LUMO gap: 5.134 eV

```
118
Properties=species:S:1:pos:R:3:forces:R:3
H -0.592581 4.426254 -2.821678 -0.0382 -0.0201 0.0167
H 4.736924 5.909613 7.783463 -0.0345 -0.0827 0.0104
O 4.621123 4.499921 5.280420 -0.1261 -0.0724 -0.1863
H 3.836792 0.009647 0.606102 0.2762 -0.1696 0.1009
O 4.362942 -2.468311 1.611474 -0.8031 0.3902 0.2959
H 5.340374 8.647446 5.062803 0.0496 -0.1072 -0.1316
H 4.303814 8.323989 7.581548 0.0703 -0.0112 -0.0039
C -2.716796 3.935263 -4.667007 0.5158 -0.1779 -0.1541
H -8.669500 -4.485425 -1.207382 0.0896 -0.0465 0.0796
H -2.687250 -6.918952 -4.543496 -0.0171 0.0410 0.1711
C -0.613734 0.815249 1.470620 -0.1354 -0.0411 0.4100
O -3.862962 -5.403928 -3.769953 0.0051 0.0106 -0.0169
H 1.536702 0.438276 -0.090800 0.0094 0.0205 -0.1859
C -1.686521 0.370014 2.237445 -0.0466 0.0223 -0.1555
H 9.482742 -4.724154 0.053567 0.0624 -0.0295 -0.2186
C -3.890303 -5.913523 -6.067497 -0.0392 0.0680 -0.0436
H -0.873236 5.043263 -5.176323 -0.0032 0.0192 0.0632
O 7.411466 -7.127931 0.346844 -0.0221 0.0220 0.0810
H 6.343664 7.869802 6.297022 0.0037 -0.0542 -0.0014
H -0.087618 1.890480 -0.317250 -0.0452 0.1932 -0.0780
C -5.086401 0.334460 -0.739146 -0.0902 -0.6849 0.2362
N -3.203838 1.248572 0.671964 -0.5349 0.1752 0.1215
H 0.323804 3.132696 -3.617861 -0.0630 -0.1285 0.0979
C 4.196721 7.721360 6.683218 -0.0472 -0.0935 0.0632
H -3.139762 4.844136 -4.236464 -0.0984 -0.0231 -0.0170
C -4.603438 1.433479 0.208615 -0.1546 0.3466 -0.6582
C -4.789348 -4.706190 -5.812948 0.1155 -0.4721 0.0007
C 7.532852 -4.883320 1.039136 0.1361 0.0154 -0.0994
H -10.532483 -2.217209 -1.014659 0.0259 -0.0245 0.0339
C -0.880318 1.508431 0.301761 -0.1070 -0.3021 0.0805
H 2.799811 3.033720 2.710355 -0.0414 -0.1713 -0.0901
C -1.205906 4.049794 -4.886979 -0.1263 0.0113 -0.0205
O -3.773946 2.190261 -3.317593 0.0474 -0.1165 0.2362
O -8.741314 -1.760222 -0.092547 0.1327 0.1015 0.0214
H -1.518636 -0.180777 3.144757 -0.1170 -0.1428 0.1859
H 1.551410 -1.313639 -2.505406 -0.0050 0.3243 -0.0238
O 5.383583 6.576194 5.003266 -0.0560 0.0240 -0.0919
N -0.391779 -3.843260 -2.395603 -0.3819 0.1464 0.1751
H 5.768688 -5.891395 0.231875 0.0104 0.0131 -0.0159
H 7.010385 -3.931895 1.033073 -0.0679 -0.0150 -0.0710
H -6.157590 0.254120 -0.573956 -0.1912 0.0625 -0.0010
C 0.765602 -2.034041 -2.416966 -0.4730 -0.8834 0.0101
H 3.850177 2.520022 1.351483 0.0275 0.0281 -0.0101
H -4.493718 -6.820913 -6.103408 0.0248 -0.0160 0.0110
C -8.795948 -2.593490 -2.289744 0.0209 -0.0993 -0.0126
H -2.795194 -0.491494 -1.775511 -0.2402 0.0528 -0.2333
O -5.616761 -4.031730 -3.620388 -0.1017 0.0114 0.1781
N 3.370955 -0.000213 2.643580 0.3848 0.2929 -0.2456
H -9.736104 -0.744263 -1.592348 0.0202 0.0482 0.1498
O -1.609811 2.635263 -3.048250 0.2357 0.0551 0.0963
H 4.377243 6.352014 0.907657 -0.1809 0.0347 -0.1065
C -3.017177 -5.921033 -4.818428 0.0646 -0.2018 -0.1990
H -8.068802 -1.960154 -2.801438 -0.0008 -0.0166 -0.0282
H -3.803748 0.214700 2.394296 -0.3598 0.1267 -0.1440
C -4.853783 -4.660039 -4.300009 0.0979 0.3134 -0.1126
H 5.469540 0.222858 2.366562 0.1384 0.0114 -0.1061
H 8.093529 -4.640717 -1.060323 0.0727 -0.0126 -0.0498
H -4.648033 2.381587 -0.317171 0.1594 0.1997 0.0294
C -0.651977 3.605745 -3.539255 0.1072 0.1847 -0.1928
C 0.769610 0.528464 1.915930 0.0194 -0.0009 -0.5272
H -3.256348 3.668512 -5.570641 -0.1985 0.0644 0.0844
H 0.386284 0.505813 4.030334 -0.0236 0.0718 0.2373
H -9.430461 -3.050549 -3.045573 -0.0462 0.0152 0.0418
C -1.145096 -2.855822 -2.043505 -0.2833 0.0571 0.1029
H 2.755421 0.060323 4.614718 0.0446 -0.0239 0.1727
H -4.955135 0.590474 -1.786312 0.2308 0.3106 -0.0077
C 3.336095 3.361839 1.820773 0.0890 0.2668 0.3320
H 4.896872 -0.038280 4.055903 0.2990 0.2037 0.0238
O -0.502386 -1.663735 -2.032941 0.7685 0.2154 -0.0604
C 6.605256 -6.085163 0.908467 -0.0593 0.0918 0.0481
C 1.761680 0.366060 0.957261 0.3623 -0.0635 0.2180
S 5.043011 -2.077296 2.813185 0.8539 -1.1621 -1.8308
C 8.479685 -6.597552 -0.307263 0.1020 0.1208 -0.2864
C -2.195130 1.703991 -0.068573 0.7807 0.0966 -0.1638
C -8.065914 -3.597350 -1.399566 -0.1195 0.5158 -0.1882
H -3.316823 -5.856000 -6.989810 0.0466 0.0305 0.0367
C -2.978117 0.590072 1.815319 0.6434 -0.1772 0.2740
O 1.313349 3.468407 0.479214 -0.0346 0.0564 -0.0918
H -2.384407 2.217417 -0.992838 -0.5115 0.0686 -0.2071
C -2.814230 2.828543 -3.644532 -0.3133 0.1743 -0.0779
C 8.478631 -5.087709 -0.142807 -0.1785 -0.0052 0.4903
O 9.253743 -7.258746 -0.925177 -0.0240 -0.1220 0.0770
N 0.854524 -3.295703 -2.631413 0.4097 0.4755 -0.0880
H -4.590118 -1.313151 0.564332 0.1688 -0.2256 0.1192
H 5.279694 4.227600 2.399689 0.0076 0.0460 -0.0143
H -2.142994 -5.272906 -4.908513 -0.0333 0.0318 0.0194
H -0.894804 3.351244 -5.663963 0.0237 0.0048 0.0068
H 8.094109 -4.949287 1.972573 -0.0199 -0.0023 0.0108
H -4.333853 -3.780121 -6.167636 -0.0921 0.0677 0.0175
C 3.058209 0.109083 1.342001 -0.6454 0.0295 -0.3130
S -2.828603 -2.893485 -1.615531 -0.2294 -0.4647 -0.1911
C 4.765498 -0.291062 3.008160 -0.8654 -0.5429 0.8041
C -9.570681 -1.769825 -1.270982 -0.1189 -0.0059 -0.2327
H -7.101605 -3.874620 -1.806124 0.1075 -0.2753 0.0739
C 2.427598 0.138509 3.592744 -0.1935 0.0429 -0.0404
C 4.697482 5.634666 5.673048 0.1155 -0.1800 0.3227
C 4.226803 5.283711 0.788035 0.2374 0.0138 0.1521
C -7.897040 -2.820596 -0.108781 -0.1658 -0.4092 -0.0689
H 3.299011 8.054392 6.160603 0.0121 0.0275 -0.0008
C -4.488996 -1.055525 -0.488187 -0.3690 0.1412 -0.3677
H -5.227809 1.542436 1.086064 0.0031 -0.2568 0.2537
H -5.783493 -4.815365 -6.236194 -0.0393 0.2044 0.0157
H 3.094426 5.871052 7.092162 0.0723 -0.1943 0.0953
C -3.058059 -1.210003 -1.003532 0.4687 0.0165 0.5024
C 2.376815 3.939545 0.803155 0.1728 -0.1180 -0.0253
C 5.399277 7.812155 5.754813 -0.0249 0.2381 0.1350
O 2.890434 5.045851 0.267936 -0.1014 -0.0757 0.0238
H -5.127728 -1.768313 -1.006341 -0.1140 -0.0759 -0.0569
O 6.440684 -2.336580 2.845291 0.1447 0.5399 1.0123
O -7.157364 -3.062676 0.801953 0.1942 0.2837 0.0907
C 1.120647 0.394959 3.253207 0.1361 -0.0327 0.0420
H 3.864986 5.129946 2.909940 0.0568 0.0217 0.0201
H 4.409716 -2.679193 3.857724 0.0377 0.4149 0.1617
H 6.210595 -6.421141 1.865370 0.0270 -0.1503 -0.0412
C 4.113120 6.217243 6.943028 -0.0950 0.4131 -0.2277
C 4.275539 4.522121 2.107397 0.0070 0.0766 -0.1378
H 4.945609 4.907921 0.058376 -0.0674 -0.0224 -0.0416
H -2.351746 -1.065007 -0.187086 0.1688 -0.0128 0.0205
```
Positions in Å, forces in eV/Å.

Here are the Löwdin charges for atoms 1 to 2, given in e: H 0.13; H 0.14

=====

Entry 2:
DFT (ωB97M-V with the def2-TZVPD basis set) results for a molecular structure, C33H45I2N6O2PV in a non-equilibrium geometry.

- Total charge: +1
- HOMO (alpha / beta): -0.3606 / -0.3866 hartree
- 2S+1: 3
- Expectation value of S²: 2.071
- Relative energy (zero: lowest compared OMol25 entry of this formula, charge and spin): 1.0402 eV
- LUMO energy (alpha / beta): -3.5374 / -3.7636 eV
- HOMO-LUMO gap (alpha / beta): 6.274 / 6.756 eV

```
90
Properties=species:S:1:pos:R:3:forces:R:3
N 1.402199 -0.502161 0.284019 0.7793 -1.5474 0.5034
I -3.729409 -0.520973 -0.481451 -0.4768 -0.1133 0.3622
C -0.444098 -2.592499 -0.101665 0.8824 -0.1607 0.5682
H -0.815780 5.853178 1.305166 -0.0108 -0.0232 0.0508
H -3.462316 -2.612826 1.166717 0.0440 0.0048 -0.0200
C -5.371015 2.707190 3.652409 0.0735 0.0354 -0.0695
C 2.556514 3.660933 3.194114 -0.0686 -0.0924 0.0485
V -0.206316 0.161962 -0.418010 1.5816 3.4919 -1.7208
C -2.897862 2.356926 3.720912 -0.0277 0.0628 0.2123
C -1.208331 -3.752313 -0.338809 -0.2608 -0.0320 -0.1914
H 2.990119 -5.172741 3.869488 0.0031 0.0011 -0.0094
H 0.182465 3.526481 4.500125 -0.0661 0.0491 0.0326
H 1.170528 4.672488 1.859374 -0.0196 0.0659 0.0140
H -3.609820 5.703709 0.127586 -0.0127 0.0408 0.0109
C 3.742456 2.067273 -0.909402 -0.0724 0.1227 -0.1014
H 3.048593 1.546446 3.245372 -0.0136 -0.0042 0.0336
H -5.755560 1.845385 4.200829 -0.0369 0.0384 0.0255
H -0.964701 3.247340 -1.388731 0.0480 0.0099 -0.0244
H 5.765988 0.520002 1.322920 -0.0286 0.0231 0.0468
C 0.162559 -5.009955 1.232296 0.2014 0.1382 0.1228
C 3.724723 -0.000828 0.951459 -0.1994 0.0849 -0.0132
C 2.181507 2.187734 3.407834 -0.0553 0.1540 -0.0738
O 1.429535 1.471847 -1.452243 -0.1166 -0.4499 0.3516
H -4.948402 1.236899 2.118066 0.0187 -0.1213 -0.0689
H -4.153481 4.127292 1.659551 0.0380 -0.0096 -0.0905
H 1.849884 2.023499 4.434899 0.0226 -0.0436 0.0158
H -0.152074 -7.089557 1.696373 -0.0290 0.0246 0.0056
H -4.416613 -1.334741 1.965115 0.0274 0.0287 -0.0087
C 2.208816 -5.126112 3.122234 0.0087 0.1045 -0.0296
H -6.029706 2.506011 1.581339 0.0129 -0.0190 -0.0268
C 2.577138 0.272975 0.211643 0.7179 0.0184 -0.0025
H 3.241688 3.741613 2.347726 0.0198 0.0147 0.0017
H -2.110074 6.840735 -1.905279 -0.0736 -0.0324 -0.0525
H 1.647815 -7.187946 3.377094 -0.0187 -0.0152 -0.0289
H -1.504987 -5.801686 0.108461 0.0042 -0.0034 -0.0060
C -2.061127 5.889444 -1.376135 0.1155 0.0271 0.0640
N -1.350266 3.963824 0.531498 0.2467 -0.2931 0.0293
H 1.783725 3.251074 -2.480883 -0.0406 -0.0203 0.0678
I -1.842726 -1.068539 2.619896 -0.4217 -0.2457 0.0441
C 0.059180 3.777318 3.443205 0.0150 0.0380 -0.0425
H 0.022442 6.082294 -0.852705 0.0346 0.0031 -0.0267
C 1.081427 1.763162 2.445589 -0.0283 0.0247 0.1642
H 3.088942 4.028934 4.071972 0.0225 0.0134 -0.0192
C 0.952803 -3.869704 1.493525 0.0383 -0.0531 0.0763
H -3.882337 4.232132 4.078914 0.0278 0.0255 0.0372
C -1.715580 5.275193 1.065011 -0.2026 0.1139 -0.0913
H 1.375090 5.489542 3.408166 0.0060 0.0115 -0.0273
H -3.133513 1.293887 3.828896 0.0481 0.0100 -0.0293
C -0.907317 -4.918150 0.297610 -0.0450 0.1267 -0.0427
H 3.694226 -0.806148 1.669449 0.0306 -0.0585 -0.0405
C 1.971836 -3.948423 2.454947 0.0093 -0.0361 0.0170
N -0.986276 1.402603 0.428010 -1.4828 1.8390 1.5084
H -4.092225 3.058938 5.370062 0.0370 0.0198 0.0039
H 0.490323 3.739361 -0.512430 -0.0151 -0.0301 0.0096
N 1.544706 -1.634983 0.918634 0.6740 0.3012 -0.0749
C -3.954022 3.051927 1.588400 -0.1020 0.0010 0.0528
H 0.558223 2.162809 -3.152725 -0.0127 -0.0405 0.0459
C -5.142905 2.307120 2.183332 0.0785 0.0400 0.0808
C 0.440813 -6.209709 1.915079 -0.0135 -0.0706 0.0219
C -4.054193 3.172846 4.286505 -0.0239 -0.1135 -0.0095
O -0.730038 -1.453103 -0.674291 -1.4480 -3.7206 -0.7954
H -0.828183 4.401943 3.363343 -0.0114 -0.0129 0.0460
C 4.869879 0.751465 0.763594 0.0460 0.0827 -0.0258
H -1.978066 2.538374 4.271836 -0.0400 -0.0186 -0.0393
C 0.681244 -2.642647 0.774683 -0.6862 0.0272 -0.3792
C 2.600959 1.307391 -0.728400 0.0331 -0.2788 0.0494
C 1.444796 -6.267689 2.846251 -0.0151 -0.0539 0.0093
H -2.686179 5.179265 -1.922626 -0.0138 0.0156 -0.0098
H -0.253300 5.284315 -2.394955 0.0642 0.0169 0.0132
H -2.570280 7.101299 0.364870 -0.0399 0.0115 -0.0222
H -6.119891 3.496374 3.730871 -0.0147 -0.0109 -0.0251
H 2.553373 -3.062978 2.667207 0.0390 -0.0284 0.0154
C 1.531349 2.207813 -2.671932 -0.1059 0.1383 -0.2432
C 1.295557 4.510221 2.934388 0.0259 -0.0893 0.0316
H 0.867308 0.699903 2.575246 -0.0213 0.0253 -0.0606
H 3.774916 2.867551 -1.634660 -0.0419 -0.0198 -0.0106
P -1.300788 2.574880 1.455606 0.0421 0.5433 0.3137
H 2.285503 1.762059 -3.321340 -0.0029 -0.0403 0.0521
H 1.442020 1.906538 1.423284 -0.0768 0.0894 0.1591
N -2.707887 2.725781 2.312047 0.1154 -0.3553 -0.3933
H -2.037600 -3.684757 -1.032491 0.0309 0.0082 -0.0118
C -3.527504 -1.555225 1.387851 0.1475 0.1819 -0.1184
H -3.827791 2.803217 0.535287 -0.0320 0.0093 -0.0151
H -2.272439 5.136719 1.990413 0.0810 0.0147 0.0063
H 5.767222 2.380957 -0.307780 0.0028 -0.0116 -0.0090
N -0.155602 2.540972 2.674450 0.0481 0.0298 -0.3964
C -0.626000 5.373415 -1.373001 -0.1517 -0.0295 0.0323
C 4.875854 1.787252 -0.158409 0.0060 -0.0237 0.0591
C -0.556461 4.000695 -0.710790 0.0264 0.0826 0.0529
C -2.578528 6.051719 0.065158 0.1005 -0.0629 0.0273
```
Positions in Å, forces in eV/Å.

Here are the Löwdin charges for atoms 1 to 2, given in e: N -0.09; I 0.86

=====

Q: Which formula does entry 1 have?
A: C41H56N4O15S2